# C39H68F8NO14S5

6 unconnected molecules or ions with the total composition C39H68F8NO14S5 (ωB97M-V/def2-TZVPD, OMol25).

```
135
Properties=species:S:1:pos:R:3:forces:R:3
C 2.1920 5.0880 5.7903 0.72 0.24 -1.14
C 2.1781 4.1683 4.3954 -5.25 -0.49 -1.24
O 0.9596 3.9153 3.8896 8.01 1.17 2.49
O 3.4605 3.7493 3.8023 -3.14 0.38 1.64
C 3.8604 2.4012 4.2343 0.68 -1.08 0.66
C 3.5508 1.2222 3.0891 -0.10 0.27 0.43
C 3.9786 1.7176 1.5874 0.49 0.89 -0.43
C 2.8755 2.6491 0.8143 -1.03 -2.14 0.06
O 3.5370 3.2314 -0.3647 -1.19 2.52 1.46
C 3.1605 4.6412 -0.5715 1.22 -0.40 -0.65
C 2.0464 4.6740 -1.7746 1.44 -1.53 -1.30
F 2.8268 4.8215 -3.0596 -2.54 -0.49 3.49
F 1.3708 3.3357 -1.8914 1.57 4.56 0.38
C 1.0051 5.9394 -1.7244 0.20 2.13 -1.28
F 0.8107 6.5395 -0.3826 0.67 -1.99 -3.89
F 1.6146 7.0150 -2.5876 -1.87 -3.15 2.92
C -0.4820 5.6431 -2.3474 -1.59 0.64 -1.90
F -0.4749 4.8451 -3.6107 0.31 2.55 4.26
F -1.0514 6.9877 -2.7351 1.59 -4.00 1.21
C -1.5598 5.0469 -1.2173 -0.59 -0.14 0.52
F -0.9219 4.1401 -0.2287 -1.83 2.28 -3.32
F -2.7181 4.4042 -1.8874 3.76 1.65 2.05
C 4.4866 -0.0731 3.4559 0.24 0.13 0.35
C 3.7643 -1.2240 4.3682 3.38 -0.75 0.75
C 3.7479 -0.7194 5.9358 1.00 -0.56 0.26
C 4.7938 -2.5420 4.3371 -0.70 -0.43 -0.29
N 2.4380 -1.7294 3.8507 -1.37 3.50 3.18
O 1.6431 -1.7748 4.9678 1.31 -1.15 -2.17
C 1.7644 -0.7717 2.8956 -3.15 0.32 -2.48
C 2.0818 -1.1014 1.2882 0.45 -0.27 1.05
C 0.1215 -1.0447 3.0539 0.78 0.80 -1.10
C 1.9730 0.8236 3.2741 0.71 -1.07 1.00
H 3.1308 5.8094 5.7178 -1.87 -1.72 0.40
H 1.2263 5.7778 5.8143 2.02 -1.89 -0.12
H 2.2516 4.3753 6.7287 -0.07 1.53 -1.99
H 5.0174 2.4535 4.5084 -2.38 0.01 -0.87
H 3.3037 2.1914 5.2562 1.10 0.04 -2.12
H 4.2248 0.8074 0.8718 -0.70 1.81 1.64
H 4.9891 2.3510 1.6373 -2.12 -1.28 0.08
H 2.3001 3.4118 1.4894 1.47 -1.20 -1.22
H 2.0481 1.9009 0.3894 1.63 1.63 0.93
H 4.1345 5.1911 -0.9883 -2.32 -1.18 0.64
H 2.8594 5.2162 0.4022 0.11 -1.35 -1.87
H -1.9276 5.9933 -0.6120 0.56 -2.24 -1.30
H 4.9307 -0.5851 2.4924 -1.01 1.19 1.83
H 5.4035 0.3485 4.0919 -1.84 -1.16 -1.39
H 4.8504 -0.3185 6.1563 -2.38 -0.67 -0.53
H 2.9748 0.1285 6.1665 1.41 -1.80 -0.44
H 3.6229 -1.6542 6.6674 -0.08 2.23 -1.69
H 4.2584 -3.4833 4.8362 1.09 2.20 -0.90
H 4.9613 -2.8591 3.2006 -0.11 0.81 2.46
H 5.8064 -2.3344 4.9064 -2.04 -0.35 -1.33
H 1.5251 -0.2927 0.6095 1.32 -1.96 1.53
H 3.2405 -1.1291 1.0550 -2.61 0.26 0.62
H 1.6873 -2.1983 1.0465 0.65 2.49 0.49
H -0.3421 -0.6652 2.0212 0.87 -0.65 2.33
H -0.3347 -0.4050 3.9417 1.59 -1.90 -2.18
H -0.1447 -2.1880 3.1133 0.65 2.33 0.19
H 1.2088 1.5416 2.7554 1.58 -1.57 0.71
H 1.7461 0.9003 4.4436 0.36 -0.19 -2.46
C -3.3388 2.6809 4.3904 0.03 0.18 -0.23
C -4.7393 2.0908 4.5491 -0.27 0.26 0.07
C -4.6192 0.5759 4.3918 -0.75 0.06 -0.18
S -2.9658 0.1486 4.9167 0.17 -0.29 0.30
O -2.2341 -0.3520 3.7722 -1.53 0.17 0.75
O -3.0357 -0.5759 6.1700 0.14 0.00 -0.61
C -2.4269 1.8149 5.2466 0.22 0.51 0.07
H -3.3028 3.7298 4.6988 0.03 -0.16 -0.06
H -3.0313 2.6256 3.3393 0.03 0.03 0.15
H -5.1242 2.3286 5.5482 0.06 -0.04 -0.13
H -5.4397 2.5092 3.8195 0.09 -0.08 0.13
H -5.3458 0.0480 5.0145 0.24 -0.08 -0.11
H -4.7324 0.2717 3.3476 0.16 -0.03 0.15
H -1.3707 1.9229 4.9942 -0.06 -0.17 0.03
H -2.5823 2.0122 6.3114 0.03 -0.13 -0.12
C 3.8429 -3.5909 -4.0091 -0.03 -0.08 -0.17
C 3.5889 -2.1743 -4.5220 0.40 0.12 -0.21
C 2.5542 -1.5314 -3.6000 0.00 0.16 -0.69
S 2.7469 -2.3178 -2.0075 0.17 0.49 -0.25
O 1.5451 -3.0713 -1.7175 0.15 0.12 0.33
O 3.3106 -1.3663 -1.0708 -0.19 -0.48 -0.53
C 4.0225 -3.4587 -2.5041 0.36 -0.53 -0.06
H 4.7209 -4.0422 -4.4805 -0.13 0.02 0.08
H 2.9759 -4.2250 -4.2297 0.11 0.03 0.04
H 4.5227 -1.6002 -4.4856 -0.03 -0.09 0.08
H 3.2450 -2.1757 -5.5611 0.29 0.02 0.74
H 2.7205 -0.4561 -3.4966 -0.20 -0.18 0.20
H 1.5352 -1.7189 -3.9495 0.30 0.03 0.26
H 3.9055 -4.4046 -1.9727 -0.06 0.19 0.12
H 4.9888 -3.0067 -2.2610 -0.18 0.00 0.03
C -3.4281 -1.8413 -3.4526 -0.07 -0.15 -0.27
C -3.0942 -3.0253 -2.5464 -0.28 0.06 0.17
C -1.6217 -2.9043 -2.1576 -0.05 -0.72 -0.05
S -1.2332 -1.1613 -2.2081 -0.13 -0.14 0.84
O -0.2747 -0.9336 -3.2691 -0.21 0.35 0.16
O -1.0237 -0.6800 -0.8572 0.29 0.09 -0.69
C -2.8353 -0.6184 -2.7686 -0.48 0.24 -0.26
H -4.5066 -1.7352 -3.6014 0.14 0.02 0.03
H -2.9626 -1.9848 -4.4350 -0.05 0.10 0.04
H -3.7184 -2.9825 -1.6456 0.41 0.03 -0.55
H -3.2950 -3.9816 -3.0396 0.04 0.10 0.09
H -1.4387 -3.2882 -1.1508 0.20 0.20 -0.19
H -0.9749 -3.4167 -2.8751 0.07 0.22 0.19
H -2.7272 0.2375 -3.4369 0.15 -0.02 0.18
H -3.4204 -0.3375 -1.8878 0.15 -0.04 -0.08
C -7.5999 -4.8535 1.1373 0.04 -0.25 0.15
C -7.5739 -3.6521 2.0811 -0.30 -0.01 0.24
C -6.4103 -2.7588 1.6545 0.04 0.21 0.68
S -6.1822 -3.0371 -0.0955 -0.30 0.24 -0.11
O -4.8931 -3.6641 -0.2980 -0.59 0.19 0.24
O -6.5917 -1.8530 -0.8240 0.55 -0.37 0.02
C -7.4475 -4.2806 -0.2638 -0.35 -0.44 -0.10
H -8.5247 -5.4289 1.2379 0.15 0.07 -0.04
H -6.7592 -5.5200 1.3641 -0.12 0.06 -0.07
H -8.5162 -3.0980 1.9921 0.13 -0.08 0.00
H -7.4722 -3.9606 3.1263 -0.01 0.09 -0.17
H -6.6293 -1.7023 1.8287 0.19 -0.14 -0.18
H -5.4843 -3.0366 2.1653 -0.05 0.06 -0.21
H -7.1440 -5.0251 -1.0017 0.07 0.22 0.00
H -8.3660 -3.7817 -0.5874 0.18 0.01 0.00
C -0.5120 -1.6014 -8.6862 -0.24 -0.13 0.09
C -0.4659 -0.1927 -8.0962 -0.29 0.20 -0.11
C 0.8299 -0.0730 -7.2957 -0.32 0.45 0.41
S 1.9914 -1.1990 -8.0538 0.21 0.46 -0.52
O 2.2965 -2.2518 -7.1080 -0.15 0.14 -0.82
O 3.0247 -0.4370 -8.7262 -0.13 -0.55 0.50
C 0.8685 -1.8466 -9.2767 -0.34 -0.31 -0.37
H -1.2959 -1.6993 -9.4428 0.12 -0.02 0.11
H -0.7152 -2.3288 -7.8911 0.03 0.05 -0.13
H -0.4666 0.5434 -8.9092 0.00 -0.11 0.11
H -1.3384 0.0116 -7.4678 0.17 0.00 -0.08
H 1.2324 0.9425 -7.3314 0.13 -0.27 0.07
H 0.6881 -0.3813 -6.2562 0.11 -0.01 -0.11
H 1.0783 -2.9027 -9.4546 0.16 0.15 0.06
H 1.0103 -1.2737 -10.1979 0.08 -0.06 0.16
```
Positions in Å, forces in eV/Å.

The strongest force on any atom comes out at 8.5 eV/Å. The value obtained for the total energy is -147600.7927 eV. The highest occupied orbital energy (spin up / spin down) comes out at -8.5 / -8.8 eV. The calculation puts the LUMO energy (spin up / spin down) at 0.292 / 0.288 eV. The gap between HOMO and LUMO (spin up / spin down) comes out at 8.8 / 9.1 eV. The expectation value of S² is 0.75. Its multiplicity is 2.